Entry 1:
{
  "formula": "C25H39N8O4S2",
  "method": "wB97M-V/def2-TZVPD",
  "energy_ev": -68312.3432,
  "relative_energy_kj_mol": 1201.9,
  "spin_multiplicity": 1,
  "total_charge": 1,
  "homo_ev": -10.41,
  "max_force_ev_per_a": 8.53,
  "symbols": ["S", "S", "O", "O", "O", "O", "N", "N", "N", "N", "N", "N", "N", "N", "C", "C", "C", "C", "C", "C", "C", "C", "C", "C", "C", "C", "C", "C", "C", "C", "C", "C", "C", "C", "C", "C", "C", "C", "C", "H", "H", "H", "H", "H", "H", "H", "H", "H", "H", "H", "H", "H", "H", "H", "H", "H", "H", "H", "H", "H", "H", "H", "H", "H", "H", "H", "H", "H", "H", "H", "H", "H", "H", "H", "H", "H", "H", "H"],
  "coordinates": [[-2.942, 2.160, -1.086], [-5.739, 0.950, -1.377], [-2.443, 9.640, -2.350], [4.104, -7.684, -1.333], [-3.143, 10.523, -0.467], [5.485, -0.417, -1.449], [0.321, -1.113, -0.669], [-5.010, 1.897, 1.116], [-6.511, 2.373, 3.147], [3.761, -0.818, 0.634], [-2.957, 9.559, -1.224], [2.393, -0.989, 0.806], [2.801, -0.681, -1.473], [4.222, -3.766, -1.584], [-6.416, 2.271, 1.612], [4.119, -6.293, -0.782], [-0.690, 0.614, -2.245], [4.176, -0.613, -0.806], [-2.321, 0.783, -2.254], [2.336, -2.695, 2.834], [1.662, -0.946, -0.501], [-3.514, 5.844, -1.100], [-0.733, -1.416, 0.360], [5.629, -1.631, -2.320], [2.698, -6.101, 0.013], [-3.143, 7.108, -1.562], [-4.585, 1.688, -0.320], [-3.973, 8.096, 0.503], [-4.110, 5.706, 0.155], [1.048, -3.248, 3.686], [-3.368, 8.231, -0.754], [-0.188, -0.975, -2.121], [-4.343, 6.827, 0.953], [-5.173, 2.063, 3.784], [5.548, -3.044, -1.494], [-1.393, -0.101, 1.089], [-4.259, 1.782, 2.425], [2.009, -1.163, 2.246], [4.364, -5.211, -2.009], [4.874, -1.558, -3.211], [-0.372, -2.183, 1.200], [1.311, -3.148, 4.845], [0.064, -2.598, 3.539], [-4.393, 4.718, 0.514], [-0.221, 1.049, -3.233], [-1.108, -1.701, -2.332], [-1.612, -1.991, -0.206], [-4.826, 2.008, 4.905], [-2.680, 7.199, -2.543], [5.360, -5.470, -2.567], [-2.541, -0.080, 0.762], [-0.164, 1.202, -1.351], [2.703, -5.021, 0.509], [-3.337, 4.966, -1.717], [-3.128, 1.514, 2.561], [5.794, -2.837, -0.344], [2.716, -3.409, 1.987], [-4.158, 8.959, 1.138], [0.918, -0.850, 2.532], [-4.810, 6.711, 1.929], [4.413, -0.837, 1.452], [3.485, -5.412, -2.792], [3.236, -2.607, 3.612], [2.584, -6.860, 0.925], [0.766, -4.352, 3.421], [-1.381, -0.145, 2.259], [6.726, -1.564, -2.785], [-0.946, 0.925, 0.679], [2.726, -0.449, 2.880], [-2.888, -0.204, -1.976], [-2.614, 1.101, -3.366], [-7.399, 2.477, 1.011], [4.975, -6.247, 0.031], [0.647, -1.176, -2.916], [6.456, -3.716, -1.874], [3.683, -8.225, -0.576], [1.741, -6.138, -0.666], [3.676, -3.264, -2.318]],
  "forces_ev_per_a": [[-0.4326, -0.4433, 1.1901], [2.3409, 1.5263, 2.3242], [-0.7636, -0.1562, 1.6741], [-0.7587, 1.0507, 2.1735], [0.2686, -1.4799, -1.1321], [-4.9412, -2.0203, 2.1533], [1.2040, -0.6155, -1.6132], [-0.9354, 0.9412, 3.7644], [3.5452, -1.1534, -4.2773], [2.6733, 0.6560, -4.0274], [0.4179, 1.4264, -0.4839], [-1.4694, 0.2904, -1.8118], [1.1769, -0.3383, 2.2404], [1.3206, 0.0680, -1.3400], [1.1964, -0.1305, 4.8154], [-0.6002, -0.4261, 0.7765], [0.7315, 0.1057, 0.0530], [-6.3841, -0.5491, 1.7854], [-0.4248, -0.6034, -1.4191], [0.1258, 0.3945, 0.6398], [6.0391, 0.3946, 2.2403], [-0.0548, 0.3671, 0.2249], [-1.2092, -0.8890, 1.3877], [1.4016, -1.3550, -1.3042], [0.1271, 1.3015, 0.6540], [-0.0128, 0.0628, 0.0851], [-2.3821, -1.7991, -0.9915], [0.0449, -0.0258, -0.0762], [0.0658, 0.1455, -0.0777], [-0.1781, 0.1352, 0.6524], [-0.2701, -0.9621, 0.3306], [-0.7923, 1.3056, -0.4880], [0.1730, 0.0138, -0.3402], [0.2070, -0.4047, -8.5129], [1.2197, 0.2307, 0.7160], [-0.9888, 0.4591, -0.8168], [-1.1151, 0.5440, 3.3017], [0.9207, -0.3173, 2.2199], [-1.4852, -1.5670, -0.6111], [1.2603, -0.1780, 1.8422], [-0.3712, 1.6824, -2.0547], [-0.6955, -0.4674, -2.5869], [2.1182, -1.2695, 0.0936], [0.0142, 0.1717, -0.0209], [-1.1789, -0.7922, 1.9467], [2.1827, 1.4383, 0.7767], [2.1882, 1.3169, 1.0988], [-1.1023, 0.2047, -2.6696], [-0.1047, 0.2147, 0.2846], [-1.6880, 0.5738, 1.1799], [2.5366, -0.0062, 0.8720], [-1.3140, -1.2193, -1.9882], [-0.0102, -2.1877, -1.0379], [-0.0442, 0.2463, 0.0824], [-2.4494, 0.6005, -1.0590], [-0.4038, -0.2149, -2.4467], [-1.0372, 1.4071, 1.4827], [0.1444, -0.0937, -0.3272], [2.1040, -0.5533, -1.1851], [0.0926, 0.0744, -0.2079], [-1.1183, -0.0090, -1.0039], [1.8957, 0.2287, 1.7083], [-1.9170, -0.1150, -1.8376], [0.3532, 1.4482, -2.1405], [0.6909, 2.1153, 0.6176], [0.2302, -0.0008, -2.2811], [-2.4932, 0.2136, 1.2293], [-0.8309, -2.3903, 1.1293], [-1.7055, -1.2306, -1.5709], [1.0821, 1.8892, -0.5326], [0.3390, -0.7822, 2.6191], [2.5842, -0.5648, 0.9526], [-1.5329, 0.2012, -1.6868], [-1.4200, 0.3025, 1.9282], [-2.0382, 1.3426, 0.6567], [1.0771, 1.1506, -1.9335], [2.0279, -0.1733, 1.1232], [0.5324, -0.7575, 0.8684]]
}

Entry 2:
{
  "formula": "C10H22NO3",
  "method": "wB97M-V/def2-TZVPD",
  "energy_ev": -18348.5985,
  "smiles": "COC(C[N+]1(C)CCCC1)(OC)OC",
  "relative_energy_kj_mol": 311.6,
  "spin_multiplicity": 1,
  "total_charge": 1,
  "homo_ev": -13.39,
  "max_force_ev_per_a": 6.12,
  "symbols": ["O", "O", "O", "N", "C", "C", "C", "C", "C", "C", "C", "C", "C", "C", "H", "H", "H", "H", "H", "H", "H", "H", "H", "H", "H", "H", "H", "H", "H", "H", "H", "H", "H", "H", "H", "H"],
  "coordinates": [[-1.194, 1.712, 0.470], [-0.671, 2.058, -1.695], [-1.608, 0.027, -0.843], [0.814, -0.605, 0.591], [0.777, 0.488, -0.384], [-0.943, 3.103, 0.344], [2.149, -2.220, 1.566], [1.023, -2.992, 0.787], [0.312, -0.125, 1.929], [2.224, -0.871, 0.924], [0.028, -1.868, 0.242], [-3.021, 0.365, -1.127], [-0.761, 1.078, -0.674], [-0.455, 1.431, -2.942], [-1.309, 3.660, 1.313], [2.824, -0.722, -0.098], [0.380, -3.616, 1.464], [-0.706, 0.180, 1.685], [-3.181, 1.449, -1.565], [-3.573, -0.027, -0.185], [3.147, -2.516, 1.496], [2.696, -0.208, 1.581], [1.257, 0.275, -1.457], [-1.638, 3.613, -0.338], [-0.867, -2.007, 0.705], [0.032, 3.413, 0.207], [1.222, -3.528, -0.125], [0.478, 1.695, -3.437], [-0.657, 0.407, -3.125], [1.324, 1.354, -0.124], [-0.044, -1.907, -0.809], [0.738, 0.767, 2.171], [0.420, -0.912, 2.524], [-1.037, 2.025, -3.594], [2.034, -2.038, 2.673], [-3.265, -0.435, -1.809]],
  "forces_ev_per_a": [[0.3768, 1.7753, -0.4310], [0.1456, -2.8375, 0.6020], [-0.1171, 0.2803, -1.2942], [-0.5060, 2.3433, 0.8877], [-2.5260, 0.4354, -4.3948], [-4.1825, 2.6898, 3.5660], [-0.4493, 0.0644, 0.0055], [-1.7236, 0.7962, 1.1573], [-3.4897, 1.3950, -4.2157], [1.1723, -1.4345, -3.9288], [5.1472, -0.6335, 0.1870], [-0.0306, -0.4928, 1.1478], [1.7979, -0.4351, 1.0197], [0.6131, 2.1861, -1.9689], [0.9084, -1.6157, -1.1900], [-1.0541, -1.1254, 2.0731], [1.0441, 0.2102, -0.6015], [-0.2026, -0.6287, 0.9277], [0.2296, -2.3680, 1.3068], [0.5445, 1.8321, -1.3329], [1.4409, -1.7140, -0.2138], [-0.0389, 1.6014, 0.9065], [-1.0661, -0.5315, 2.4441], [0.5532, -0.5548, -0.3600], [-2.5342, 0.7467, 1.2520], [2.1885, 0.1605, -0.5651], [1.1385, -0.5965, 0.2554], [0.9767, -0.3077, 0.9136], [-0.4510, -1.0409, 0.6889], [0.6420, 0.7206, 1.1808], [-0.2528, -0.0224, -1.0816], [1.8146, 2.0708, 0.9591], [0.1809, -2.7336, 2.9990], [-1.4474, 0.1413, -0.9127], [-0.5304, -0.7356, -1.1255], [-0.3126, 0.3586, -0.8636]]
}

Entry 3:
{
  "formula": "C3H9N3O",
  "method": "wB97M-V/def2-TZVPD",
  "energy_ev": -9773.2713,
  "smiles": "CCN=C=O.NN",
  "relative_energy_kj_mol": 218.8,
  "spin_multiplicity": 1,
  "homo_ev": -8.07,
  "max_force_ev_per_a": 1.48,
  "symbols": ["O", "N", "N", "N", "C", "C", "C", "H", "H", "H", "H", "H", "H", "H", "H", "H"],
  "coordinates": [[1.064, 1.943, -0.355], [-0.061, 0.472, -2.329], [-1.138, 1.458, -2.367], [0.670, -0.324, 0.200], [0.813, -1.139, 1.362], [-0.390, -0.999, 2.291], [0.883, 0.822, -0.099], [-0.479, -0.478, -2.450], [0.583, 0.718, -3.078], [-0.722, 2.314, -1.998], [-0.239, -1.602, 3.185], [-0.518, 0.040, 2.592], [-1.296, -1.331, 1.789], [0.907, -2.172, 1.019], [-1.812, 1.155, -1.665], [1.736, -0.878, 1.902]],
  "forces_ev_per_a": [[0.2924, 0.8563, -0.0918], [-0.4293, -0.5994, -0.1002], [-0.1285, -0.0650, -0.2568], [0.0614, 0.4367, -0.5040], [0.2117, -0.1222, 0.6732], [0.2118, -0.0382, -0.1062], [-0.2169, -1.0131, 0.6904], [0.6428, 1.3011, -0.3148], [-0.4449, -0.4855, -0.1420], [-0.1013, -0.2549, 0.0985], [-0.0451, -0.0565, 0.0635], [-0.0088, 0.0083, 0.0135], [-0.0699, 0.0021, 0.0004], [0.0261, 0.0192, 0.1370], [0.1928, 0.1375, -0.0474], [-0.1944, -0.1263, -0.1132]]
}

Entry 4:
{
  "formula": "C2H3NS2",
  "method": "wB97M-V/def2-TZVPD",
  "energy_ev": -25279.4308,
  "relative_energy_kj_mol": 302.9,
  "spin_multiplicity": 1,
  "homo_ev": -8.26,
  "max_force_ev_per_a": 4.40,
  "symbols": ["S", "S", "N", "C", "C", "H", "H", "H"],
  "coordinates": [[-1.559, 0.743, 0.050], [-0.388, -2.259, 0.146], [-1.342, 2.299, 0.015], [0.977, -1.026, -0.021], [-0.394, -0.454, 0.153], [1.534, -1.075, 0.867], [1.607, -0.844, -0.782], [-0.435, 2.616, -0.428]],
  "forces_ev_per_a": [[0.3741, -1.1072, 0.5450], [-0.0574, 1.5040, -0.6954], [1.8109, -0.7010, -1.0393], [-3.2443, 0.1063, 2.9718], [0.1479, 0.1953, -0.5080], [0.6875, 0.2084, 1.3157], [1.4001, 0.2275, -3.4077], [-1.1188, -0.4333, 0.8179]]
}

- What is the formula in the first record?
  C25H39N8O4S2